Entry from OMol25: C48H47BCsGeN10O2Se as an isolated structure at a distorted geometry (the ωB97M-V functional and the def2-TZVPD basis).

Structure (XYZ):
```
111
Properties=species:S:1:pos:R:3:forces:R:3:mulliken_charge:R:1
Cs 0.921735 -0.685791 -0.716706 -0.70 -0.84 0.10 0.7652
C -2.244528 -2.737293 -2.362681 -0.08 0.03 -0.04 -0.8981
C -0.990144 -3.462408 -2.740676 0.04 -0.03 -0.09 0.7046
C -0.724936 -4.254463 -3.871987 0.04 -0.02 0.00 -1.6092
C 0.583940 -4.670499 -3.709499 0.06 0.06 -0.05 0.8666
C 1.416888 -5.522035 -4.610637 0.01 0.02 0.00 -1.3635
N 1.040587 -4.141681 -2.554617 -0.07 -0.02 0.03 0.2003
N 0.075551 -3.407685 -1.960354 -0.06 -0.05 0.04 0.0650
B 2.403290 -4.340687 -1.859686 0.01 0.06 0.18 -1.2831
N 2.192119 -4.794491 -0.387677 -0.03 0.01 -0.04 1.5331
N 1.972442 -3.884624 0.592194 0.03 0.01 0.00 0.0031
C 1.921506 -4.560605 1.727999 0.02 -0.04 -0.01 0.6907
C 1.718469 -3.852068 3.028266 0.00 0.05 -0.01 -1.3934
C 2.101388 -5.938779 1.491813 -0.05 -0.02 0.02 -1.3827
C 2.268537 -6.040548 0.125430 0.04 0.04 -0.05 0.5138
C 2.517923 -7.248385 -0.717232 -0.02 0.00 0.00 -1.4418
N 3.230931 -3.026175 -1.807806 0.04 -0.05 -0.33 1.6614
N 2.882266 -1.930445 -2.524442 0.14 -0.09 -0.14 -1.1035
C 3.816593 -1.015841 -2.298582 0.03 -0.12 -0.14 0.6304
C 3.689168 0.355333 -2.880636 0.09 0.03 -0.07 -1.0658
C 4.812696 -1.533279 -1.452127 -0.07 0.05 0.01 -1.4567
C 4.403510 -2.821681 -1.168942 0.03 0.01 0.05 0.8254
C 5.094480 -3.857936 -0.344880 -0.01 -0.01 -0.02 -1.1681
H -2.983503 -2.795204 -3.162123 0.03 0.00 -0.02 0.3535
H -2.051303 -1.680049 -2.162038 0.03 -0.06 -0.02 -0.0193
H -2.698366 -3.158944 -1.462429 0.01 0.00 0.00 0.2140
H -1.380965 -4.483402 -4.696331 0.00 0.00 0.00 0.4638
H 0.854025 -5.754128 -5.514443 -0.01 0.00 0.00 0.3622
H 1.700999 -6.460730 -4.131733 0.01 0.00 0.01 0.1941
H 2.336439 -5.011462 -4.897620 0.00 0.00 0.00 0.2794
H 3.005321 -5.200588 -2.457800 0.04 -0.05 0.05 -0.1433
H 1.779886 -2.775492 2.867099 0.00 0.00 0.01 0.1883
H 2.481013 -4.137721 3.755537 0.00 0.01 0.00 0.4659
H 0.744167 -4.077940 3.468222 -0.03 -0.02 -0.01 0.1361
H 2.115152 -6.743049 2.210387 0.00 0.00 0.00 0.4718
H 2.446168 -8.148191 -0.106636 0.00 0.01 0.02 0.4067
H 3.509461 -7.216485 -1.171915 0.00 0.00 -0.01 0.2359
H 1.791015 -7.323117 -1.527470 0.00 -0.01 0.00 0.1814
H 2.769626 0.431502 -3.461261 0.00 -0.02 0.00 0.3034
H 4.528738 0.584715 -3.541363 -0.01 0.01 0.00 0.3823
H 3.659310 1.115585 -2.097605 -0.01 -0.03 0.02 0.1731
H 5.695409 -1.032891 -1.087396 0.01 -0.03 0.02 0.4082
H 6.023929 -3.444927 0.046735 0.01 0.00 -0.02 0.3699
H 5.339528 -4.739476 -0.943532 -0.03 -0.01 0.00 0.2163
H 4.481900 -4.184418 0.495284 -0.02 0.01 0.02 0.1383
Se -2.750014 -1.837692 7.369512 0.05 0.04 -0.15 0.1607
N -1.881842 -0.451210 6.635535 -0.04 -0.07 0.09 -0.9061
C -1.621687 -0.771748 5.400504 -0.04 -0.08 0.00 0.8791
C -0.932768 0.108090 4.465798 0.03 -0.03 -0.15 0.8933
C -0.488881 1.378047 4.833977 -0.04 0.00 0.03 -0.9599
C 0.140596 2.158319 3.894519 0.01 0.06 0.01 -0.8789
C 0.290271 1.655851 2.601679 -0.01 0.03 -0.12 -0.0988
N -0.140805 0.463281 2.233140 0.14 -0.31 0.08 0.5913
C -0.719695 -0.321470 3.148176 -0.17 0.20 0.04 -0.6693
C -1.153250 -1.675832 2.718382 -0.05 -0.02 0.03 -0.9670
N -0.859057 -2.044525 1.469997 -0.04 0.00 0.06 0.9892
C -1.193614 -3.258308 1.064033 -0.01 -0.06 0.05 -0.9213
C -1.881481 -4.167704 1.871352 0.04 -0.01 -0.01 -0.9793
C -2.199124 -3.797210 3.156369 0.01 0.05 0.02 -0.7161
C -1.820517 -2.529860 3.604829 0.02 0.00 -0.09 0.8633
C -2.076444 -2.082803 4.966687 -0.01 0.08 0.08 0.8364
N -2.698367 -2.800205 5.858214 0.00 0.01 0.11 -0.8935
H -0.646800 1.721185 5.848195 0.00 -0.01 0.01 0.4908
H 0.513159 3.144229 4.140491 0.00 0.00 0.00 0.5120
H 0.791274 2.223993 1.824943 0.00 0.00 0.02 0.0303
H -0.879783 -3.525983 0.058876 0.03 0.01 0.05 0.7139
H -2.131061 -5.146668 1.485208 0.00 0.00 0.01 0.5642
H -2.717651 -4.463878 3.833089 0.00 0.00 0.01 0.4786
O 0.442490 2.237552 -1.613865 0.14 0.01 -0.07 -0.7540
C 1.412443 2.466261 -0.846300 -0.16 0.05 0.17 0.5657
O 1.965779 1.625553 -0.098019 0.63 1.25 0.24 -0.8204
C 1.875328 3.923805 -0.799535 -0.10 -0.04 -0.03 -1.0276
C 0.831601 4.823033 -0.131152 0.01 0.03 -0.04 -0.9802
Ge -1.111129 4.669305 -0.470227 0.01 -0.10 0.06 1.5761
C -1.630971 4.970456 -2.335641 0.12 -0.06 -0.07 -0.0528
C -0.838184 4.424964 -3.350438 0.02 0.18 -0.01 -0.0535
C -1.174805 4.595606 -4.687730 0.01 0.00 0.03 -0.8148
C -2.312572 5.307633 -5.039441 0.01 -0.01 0.01 -0.3773
C -3.122864 5.832805 -4.043810 -0.01 0.00 0.01 -0.7942
C -2.785031 5.660415 -2.707598 -0.10 -0.10 0.01 -0.1551
C -1.683679 6.170360 0.704005 0.05 -0.02 0.04 0.1761
C -1.375880 6.063807 2.065017 0.00 -0.02 0.05 -0.3241
C -1.666199 7.074670 2.969860 -0.01 0.03 -0.01 -0.7896
C -2.266900 8.246824 2.531794 0.01 -0.03 -0.03 -0.5075
C -2.555684 8.390835 1.183721 0.00 0.00 0.03 -0.6774
C -2.263745 7.367961 0.288398 0.00 0.04 -0.08 -0.4571
C -2.060417 3.064075 0.171145 0.00 0.04 0.01 0.0535
C -2.267683 1.994098 -0.702320 0.00 -0.02 -0.05 -0.0864
C -2.968473 0.866225 -0.300755 0.01 0.01 0.04 -0.4647
C -3.483804 0.780858 0.986349 0.02 0.01 0.00 -0.2897
C -3.305449 1.840949 1.860388 0.01 -0.05 0.01 -0.7915
C -2.603665 2.969191 1.451116 -0.06 0.09 0.04 0.0487
H 2.048542 4.242236 -1.830703 -0.04 0.07 0.02 0.4477
H 2.815919 4.003306 -0.253226 0.04 -0.06 -0.04 0.4278
H 1.046531 5.871824 -0.358154 -0.02 0.03 0.06 0.3963
H 0.915196 4.739469 0.957569 0.02 -0.02 0.00 0.4103
H 0.030456 3.838389 -3.078658 -0.02 -0.03 -0.02 0.1253
H -0.546088 4.159608 -5.454640 -0.01 0.00 -0.01 0.4123
H -2.574942 5.439222 -6.082285 0.00 0.00 0.00 0.3703
H -4.027555 6.369656 -4.303410 0.00 0.00 -0.01 0.3816
H -3.466645 6.039391 -1.956585 0.03 0.04 0.08 0.4217
H -0.889214 5.170183 2.442930 0.01 0.00 -0.03 0.1796
H -1.417050 6.946071 4.016384 0.00 0.01 0.00 0.4100
H -2.495717 9.041335 3.231003 0.00 0.00 0.00 0.3652
H -3.006180 9.305884 0.818233 0.00 0.01 0.01 0.3980
H -2.479619 7.538765 -0.757713 -0.01 -0.07 -0.06 0.3671
H -1.854353 2.031928 -1.700923 -0.01 0.02 0.01 0.2941
H -3.110352 0.048511 -0.997237 -0.01 -0.01 0.02 0.3496
H -4.021657 -0.105797 1.300931 0.00 0.00 0.01 0.3301
H -3.707512 1.795448 2.866095 -0.01 -0.01 0.00 0.3839
H -2.505088 3.787907 2.153820 0.01 -0.03 -0.04 0.2382
```
Positions in Å, forces in eV/Å.

Computed properties:
LUMO energy = 1.261 eV
energy relative to the best compared isomer or geometry (same formula, charge and spin) = 0.0 kJ/mol
net charge = -1
HOMO energy = -5.7 eV
HOMO-LUMO gap = 6.96 eV

Entry from OMol25: C48H47CoN9O7S as an isolated structure at a distorted geometry (the ωB97M-V functional and the def2-TZVPD basis).

Structure (XYZ):
```
113
Properties=species:S:1:pos:R:3:forces:R:3:mulliken_charge:R:1
Co 0.300074 0.557571 -0.924408 -0.41 0.84 -0.82 0.6792
N 1.077647 1.347494 -2.686071 -0.32 -0.42 0.91 0.0265
C 0.050068 2.048255 -3.459911 -0.24 0.16 0.17 -0.7860
C -0.965502 2.722306 -2.514323 0.12 0.05 -0.34 0.6977
O -1.666286 3.635277 -2.970534 0.06 -0.13 0.08 -0.8966
O -0.986036 2.249547 -1.339465 -0.16 -0.22 0.50 -0.4100
H 1.727640 2.027281 -2.287526 0.04 0.05 -0.11 0.4240
H 1.572202 0.660793 -3.240787 -0.13 -0.20 0.06 0.2595
H -0.493641 1.321634 -4.060965 0.06 0.02 -0.03 0.2169
H 0.462445 2.808685 -4.127272 0.06 -0.01 0.05 0.4162
C 4.874952 -4.844622 0.303250 -0.04 0.05 -0.15 -1.0086
C 4.973158 -4.159898 -1.063189 -0.03 0.00 0.15 -0.6641
N 3.681658 -3.996123 -1.712842 0.00 0.15 0.19 0.1761
C 3.313619 -4.924467 -2.761822 -0.12 -0.13 0.04 -0.9218
C 2.623577 -6.200299 -2.273487 0.08 0.16 0.02 -0.9071
C 2.804378 -3.025201 -1.258160 -0.18 -0.02 -0.28 0.1615
S 1.220973 -3.004048 -1.845079 -0.06 0.18 0.22 -0.3779
N 3.350873 -2.233450 -0.322866 -0.16 0.51 0.27 0.0404
C 3.018887 -0.969918 0.018958 0.13 -0.65 -0.71 -0.6521
O 2.284599 -0.136396 -0.551766 0.03 -0.85 0.11 -0.5228
C 3.794966 -0.508076 1.219070 0.29 0.20 0.33 0.2150
C 4.922574 -1.194563 1.671180 0.00 -0.01 0.00 -0.3953
C 5.646424 -0.723138 2.755253 0.01 -0.02 0.05 -0.6544
C 5.250402 0.437862 3.408751 -0.02 0.04 -0.01 -0.7368
C 4.128023 1.124721 2.966424 0.05 -0.01 0.14 -0.1085
C 3.411458 0.656857 1.876051 -0.11 -0.09 -0.14 0.5978
H 5.858577 -4.912824 0.776073 0.00 -0.02 -0.01 0.3144
H 4.458536 -5.848687 0.206027 0.03 -0.01 0.03 0.3633
H 4.218450 -4.252599 0.939243 0.01 -0.02 0.05 0.1668
H 5.610996 -4.748785 -1.726920 -0.01 0.04 -0.05 0.4173
H 5.420079 -3.174290 -0.930995 0.08 -0.05 -0.05 0.3931
H 4.223264 -5.185860 -3.312878 0.00 0.07 0.00 0.4324
H 2.629650 -4.403613 -3.431673 0.07 -0.01 -0.05 0.4110
H 3.252802 -6.757548 -1.575294 0.00 -0.02 -0.04 0.2635
H 2.388470 -6.842652 -3.125870 0.00 -0.04 0.02 0.3921
H 1.694271 -5.924062 -1.777025 -0.02 -0.04 0.03 0.1894
H 5.227054 -2.094551 1.154585 -0.02 0.01 0.00 0.2195
H 6.522759 -1.264428 3.094830 0.01 0.00 -0.01 0.3836
H 5.817652 0.806084 4.256467 -0.01 0.00 0.00 0.3908
H 3.802920 2.026355 3.472802 -0.02 0.02 -0.01 0.4348
H 2.541708 1.183501 1.513085 0.11 -0.10 -0.03 -0.3733
C -0.412796 -2.830345 3.284346 0.10 -0.14 0.12 -1.0120
N -0.672089 -1.697567 2.436102 0.00 0.14 -0.17 0.3945
C -1.660686 -0.744416 2.578719 -0.01 0.05 0.04 -1.3023
C -1.488661 0.133777 1.557910 -0.05 -0.05 0.02 -1.1241
N -0.425706 -0.269165 0.793967 0.16 0.35 -0.63 2.5123
C 0.046333 -1.358876 1.348468 0.10 -0.10 0.06 -1.1375
H -1.320091 -3.098780 3.823182 -0.02 0.02 -0.04 0.3540
H 0.376656 -2.619804 4.009508 -0.03 0.05 -0.02 0.2969
H -0.106920 -3.680321 2.674232 -0.01 0.01 0.01 0.3385
H -2.380919 -0.786769 3.377252 0.03 0.01 -0.01 0.5245
H -2.057171 1.008891 1.309423 -0.03 0.02 -0.07 0.7087
H 0.893672 -1.932434 1.011881 -0.02 -0.05 -0.16 0.3149
O -0.320419 -1.021982 -4.127134 0.00 0.06 0.14 -0.7078
C -1.291828 -1.010006 -3.387661 -0.06 -0.26 -0.20 -1.2816
N -2.507280 -1.573728 -3.768382 -0.21 0.10 -0.06 0.0429
C -3.490751 -1.486170 -2.731642 0.39 0.26 0.24 3.3028
C -2.659537 -0.615541 -1.685011 -0.44 -0.40 -0.30 -1.5376
O -3.203745 -0.254228 -0.659652 0.16 0.11 0.14 -0.6883
N -1.407798 -0.455993 -2.134357 0.81 0.12 0.28 1.1772
C -3.762312 -2.856131 -2.118066 -0.20 -0.10 -0.02 -0.1450
C -2.812881 -3.427706 -1.271004 0.04 0.04 0.03 -0.1497
C -3.016726 -4.685601 -0.727233 0.05 -0.07 0.01 -0.9661
C -4.165768 -5.405501 -1.025304 -0.07 0.00 -0.03 -0.4465
C -5.102332 -4.860195 -1.889851 0.00 -0.07 -0.04 -0.8528
C -4.898103 -3.599663 -2.434500 0.13 0.09 -0.04 -0.2482
C -4.721398 -0.693251 -3.111016 -0.18 -0.01 -0.11 -0.7657
C -5.817687 -0.623026 -2.249385 0.09 -0.05 0.01 -0.0204
C -6.941453 0.110905 -2.590208 -0.07 0.01 0.00 -0.9769
C -6.989195 0.806885 -3.790495 0.04 0.02 -0.04 -0.3719
C -5.888458 0.778894 -4.632976 -0.12 0.02 -0.01 -0.8331
C -4.764284 0.040431 -4.293264 0.04 -0.10 0.00 -0.4210
H -2.589779 -2.169257 -4.571508 0.19 -0.06 0.00 0.2844
H -1.900081 -2.885645 -1.044762 -0.01 0.00 0.04 0.3161
H -2.268407 -5.114110 -0.070709 0.02 0.05 -0.02 0.4537
H -4.327915 -6.387364 -0.595747 0.02 0.01 0.00 0.3761
H -5.992928 -5.419806 -2.153910 0.00 0.01 0.02 0.3772
H -5.627912 -3.191406 -3.121326 -0.06 0.06 0.03 0.4693
H -5.774768 -1.142432 -1.301918 0.00 -0.02 0.01 0.5443
H -7.791133 0.141176 -1.917541 0.04 0.01 0.04 0.3709
H -7.869267 1.378889 -4.060163 0.00 0.00 0.02 0.3808
H -5.908083 1.336196 -5.561931 0.05 0.01 0.01 0.3903
H -3.900554 0.040132 -4.944577 0.01 -0.02 0.01 0.4013
O 1.980080 3.616856 -1.358247 -0.05 0.07 0.07 -0.8858
C 1.510241 3.507807 -0.231975 -0.08 0.23 0.11 -0.6750
N 1.329933 4.620015 0.595801 0.11 0.08 0.11 -0.1706
C 0.739294 4.235444 1.849908 0.02 -0.53 -0.22 3.3236
C 0.769412 2.648870 1.663856 0.02 0.79 0.07 -0.9746
O 0.523488 1.918839 2.609180 -0.09 -0.18 -0.08 -0.7060
N 1.153177 2.356313 0.414066 0.08 -0.30 -0.08 1.2619
C -0.709204 4.693363 1.959248 -0.05 0.23 0.16 0.2901
C -1.659869 4.136512 1.102805 0.04 -0.06 0.00 0.3395
C -2.982896 4.545546 1.166524 -0.06 -0.02 -0.02 -1.1363
C -3.380185 5.519704 2.072758 0.02 0.05 0.04 -0.5080
C -2.434353 6.104128 2.901395 -0.03 0.04 0.02 -0.8238
C -1.108444 5.697067 2.840187 0.10 -0.05 -0.09 -0.3699
C 1.624155 4.534497 3.038473 0.06 0.05 0.20 -1.0669
C 1.198098 4.211577 4.330232 -0.02 0.01 -0.11 0.0628
C 2.019540 4.426998 5.423710 -0.05 0.02 0.06 -0.9375
C 3.287775 4.968612 5.256052 0.04 -0.04 -0.05 -0.3951
C 3.737687 5.247346 3.974501 0.05 0.04 0.11 -0.8245
C 2.918891 5.019286 2.876418 -0.09 0.07 -0.07 -0.3005
H 1.117960 5.510363 0.178171 -0.02 -0.08 -0.16 0.3353
H -1.374247 3.394940 0.357239 -0.03 0.01 0.02 -0.0856
H -3.705471 4.092356 0.499005 0.04 0.00 -0.04 0.4915
H -4.416040 5.835136 2.124920 0.00 -0.02 -0.02 0.3663
H -2.722379 6.881548 3.600925 -0.01 0.00 -0.02 0.3885
H -0.375869 6.174550 3.477935 0.01 -0.04 0.07 0.4362
H 0.221051 3.767645 4.457208 -0.02 0.01 0.03 0.4842
H 1.668216 4.168750 6.416287 0.00 0.00 -0.01 0.3603
H 3.924765 5.151757 6.113583 0.00 -0.01 0.00 0.3704
H 4.734906 5.647704 3.830322 -0.01 -0.03 -0.04 0.3786
H 3.285151 5.203441 1.874836 -0.04 0.05 0.01 0.3604
```
Positions in Å, forces in eV/Å.

Computed properties:
LUMO energy (alpha / beta) = 4.161 / 4.161 eV
energy relative to the best compared isomer or geometry (same formula, charge and spin) = 31.4 kJ/mol
net charge = -2
HOMO energy (alpha / beta) = -2.7 / -2.7 eV
spin multiplicity = 2
HOMO-LUMO gap (alpha / beta) = 6.90 / 6.89 eV
<S²> = 0.76